Entry 1:
{
  "formula": "C6H8O2",
  "method": "wB97M-V/def2-TZVPD",
  "homo_ha": [-0.2444, -0.3195],
  "gap_ev": [6.15, 9.11],
  "spin_multiplicity": 1,
  "total_charge": 0,
  "elements": ["C", "C", "C", "C", "C", "C", "O", "O", "H", "H", "H", "H", "H", "H", "H", "H"],
  "xyz": [[0.294786, 0.098841, -1.269060], [0.922778, 0.694962, -2.190704], [1.740389, 1.622764, -3.793463], [-0.278721, -0.598700, -0.277800], [-1.000675, -0.329837, 3.070093], [-1.658840, -0.741930, 1.771858], [2.841595, 0.970799, -3.976261], [-0.947124, -0.019065, 0.748602], [1.884025, 2.630815, -3.451597], [-0.018642, -1.621311, -0.291724], [-1.240939, 0.771248, 3.434556], [-1.095390, -1.084132, 3.835542], [0.065175, -0.222475, 3.070957], [-2.706706, -0.415513, 1.784258], [-1.609669, -1.803569, 1.694735], [2.807957, 0.047104, -4.159993]],
  "atomic_forces_ev_per_a": [[0.791, 1.968, -2.455], [0.558, 1.167, -1.052], [-2.608, -2.844, 3.920], [-0.296, 0.173, 0.723], [-0.107, 2.393, 1.436], [0.906, 1.411, 0.463], [2.003, 1.264, -0.722], [-0.380, 0.046, -0.725], [-0.014, 0.509, -0.039], [-0.273, -1.335, 0.684], [-0.304, -2.418, -0.592], [-0.863, 0.024, 0.567], [0.882, -0.299, -1.042], [0.256, -0.142, -0.362], [0.133, -0.871, -0.621], [-0.684, -1.046, -0.183]],
  "nbo_charge": [-0.26, -0.10, 0.24, 0.11, -0.64, -0.07, -0.67, -0.48, 0.16, 0.18, 0.21, 0.21, 0.23, 0.19, 0.18, 0.50]
}


Entry 2:
{
  "formula": "C6H8O2",
  "method": "wB97M-V/def2-TZVPD",
  "homo_ha": -0.3290,
  "gap_ev": 9.98,
  "spin_multiplicity": 1,
  "total_charge": 0,
  "smiles": "C1=C\\OCO/C=C\\C/1",
  "elements": ["C", "C", "O", "C", "O", "C", "C", "C", "H", "H", "H", "H", "H", "H", "H", "H"],
  "xyz": [[1.425658, -0.904218, 0.351535], [0.387437, -1.698050, 0.076894], [-0.524387, -1.130978, -0.723028], [-1.688419, -0.707851, -0.089269], [-1.469537, 0.421285, 0.779293], [-0.885583, 1.430354, 0.109423], [0.415436, 1.524671, -0.254962], [1.601483, 0.666790, -0.073587], [2.054155, -1.257459, 1.300643], [0.304032, -2.780404, 0.365498], [-2.296600, -0.330879, -1.007380], [-2.331770, -1.566367, 0.359649], [-1.831914, 2.043623, -0.218617], [0.574484, 2.467964, -0.782424], [2.110540, 0.792248, -0.984297], [2.154978, 1.029268, 0.790628]],
  "atomic_forces_ev_per_a": [[0.903, 0.639, 2.691], [2.027, 0.163, 0.589], [-1.547, -0.723, -1.007], [-2.413, 0.591, -1.891], [-0.108, -3.470, 0.816], [-0.800, 1.385, -1.544], [-3.108, 1.220, 0.212], [-1.107, -2.829, 2.357], [-0.752, 0.713, -2.637], [-0.165, 1.226, -0.100], [0.683, -0.473, 1.563], [1.523, 1.639, 0.063], [2.734, 0.083, 0.186], [0.295, -0.253, -0.020], [1.344, -0.310, -0.932], [0.492, 0.398, -0.345]],
  "nbo_charge": [-0.22, 0.09, -0.54, 0.21, -0.55, 0.11, -0.24, -0.47, 0.21, 0.19, 0.16, 0.18, 0.19, 0.21, 0.23, 0.23]
}


Entry 3:
{
  "formula": "C6H8O2",
  "method": "wB97M-V/def2-TZVPD",
  "homo_ha": -0.3554,
  "gap_ev": 10.45,
  "spin_multiplicity": 1,
  "total_charge": 0,
  "smiles": "C=CC[C@]1(C=O)CO1",
  "elements": ["C", "C", "C", "C", "C", "O", "C", "O", "H", "H", "H", "H", "H", "H", "H", "H"],
  "xyz": [[2.217768, 0.147688, 0.004601], [1.180140, -0.560466, -0.032051], [0.175442, -0.261094, 0.950953], [-1.217020, -0.061977, 0.153710], [-1.789547, -1.394800, -0.216597], [-1.264771, -2.456385, 0.051511], [-1.642965, 1.202432, -0.499351], [-2.306382, 0.657965, 0.591369], [3.005751, -0.143607, -0.698659], [2.374550, 1.047567, 0.594723], [1.114742, -1.401959, -0.633924], [-0.121978, -1.067415, 1.654716], [0.388482, 0.724261, 1.454418], [-2.754444, -1.365763, -0.829662], [-1.253038, 2.139671, -0.392889], [-2.049092, 1.160533, -1.570797]],
  "atomic_forces_ev_per_a": [[5.160, 2.303, -1.719], [-2.235, -1.277, 1.567], [-4.817, 1.554, 0.735], [2.635, -0.698, 0.686], [0.121, -1.267, -2.008], [-0.621, 1.014, 0.001], [-1.114, -2.733, -3.206], [-1.813, 1.347, 1.513], [0.140, 0.529, 0.312], [-0.087, -0.320, 0.093], [-0.301, -1.469, -1.077], [0.880, 0.471, -0.174], [-0.181, -1.204, -0.188], [0.697, 0.095, 0.819], [1.792, 2.075, 0.962], [-0.256, -0.420, 1.682]],
  "nbo_charge": [-0.36, -0.21, -0.44, 0.11, 0.42, -0.52, -0.09, -0.46, 0.19, 0.19, 0.22, 0.24, 0.22, 0.12, 0.19, 0.17]
}


Entry 4:
{
  "formula": "C6H8O2",
  "method": "wB97M-V/def2-TZVPD",
  "homo_ha": -0.3167,
  "gap_ev": 8.78,
  "spin_multiplicity": 1,
  "total_charge": 0,
  "elements": ["C", "C", "C", "C", "C", "C", "H", "H", "H", "H", "H", "H", "H", "H", "O", "O"],
  "xyz": [[-0.455476, -1.478139, 1.553033], [0.929236, 0.386469, 0.628910], [0.795824, 1.694428, -0.426679], [-0.061975, 0.833887, -1.486798], [-1.141586, -0.071215, -1.260680], [-0.718113, -0.757065, 0.308864], [-1.068859, -1.158687, 2.433069], [-0.328568, -2.620208, 1.638156], [1.225402, -0.334582, -0.081354], [1.672767, 2.150852, -1.054555], [0.155252, 2.495355, 0.208180], [0.027434, 0.963143, -2.545414], [-1.639251, -0.574993, -1.941080], [0.047773, -1.170193, -0.449910], [0.984274, -0.831787, 1.759479], [-0.424136, 0.472733, 0.716780]],
  "atomic_forces_ev_per_a": [[1.357, -1.406, 2.850], [-0.639, 0.085, 0.172], [0.187, 1.576, -0.264], [-3.496, -0.470, 0.824], [5.230, 2.917, 4.715], [-2.488, -1.649, -5.492], [0.470, -0.095, -0.852], [0.046, 1.893, -0.736], [0.943, -0.085, -0.973], [-1.225, -0.827, 1.803], [1.631, -1.604, -2.133], [0.549, 0.764, -0.509], [-2.318, -2.255, -3.512], [-0.824, -0.457, 2.001], [-0.297, -0.006, 0.752], [0.875, 1.620, 1.353]],
  "nbo_charge": [-0.11, 0.34, -0.40, -0.27, -0.07, 0.00, 0.20, 0.22, 0.13, 0.22, 0.25, 0.22, 0.18, 0.20, -0.58, -0.52]
}


Entry 5:
{
  "formula": "C6H8O2S",
  "method": "wB97M-V/def2-TZVPD",
  "homo_ha": -0.2591,
  "gap_ev": 5.37,
  "spin_multiplicity": 1,
  "total_charge": 0,
  "elements": ["C", "C", "C", "C", "C", "C", "O", "O", "S", "H", "H", "H", "H", "H", "H", "H", "H"],
  "xyz": [[-2.544706, -0.305321, 0.620416], [-1.430436, -0.212313, 0.222809], [1.100729, -0.237783, 0.688233], [0.107744, 1.013747, -1.121171], [-0.114142, -0.176127, -0.391494], [0.056586, -1.478556, -1.266107], [0.726238, 2.730637, 3.097937], [0.740940, 0.533361, 1.814011], [1.139699, 2.103707, 1.859655], [-3.508595, -0.304471, 0.969995], [1.220839, -1.253206, 1.048772], [1.999659, 0.087815, 0.186958], [0.999858, 1.048498, -1.751032], [-0.751345, 1.684279, -1.442946], [0.635259, -2.291286, -0.869013], [0.539965, -1.141520, -2.143643], [-0.918292, -1.801462, -1.523380]],
  "atomic_forces_ev_per_a": [[0.449, 0.142, -0.101], [0.901, -0.072, -0.006], [-1.542, 0.178, 0.466], [-0.980, 2.876, -1.153], [0.784, -1.768, 1.011], [0.197, 1.138, 0.283], [-0.751, -0.425, -0.149], [0.474, -0.330, 0.610], [0.747, -0.284, -1.754], [-1.566, -0.096, 0.601], [-0.071, -0.056, 0.125], [0.337, 0.239, -0.039], [-0.163, 0.150, 0.233], [1.305, -0.928, 0.670], [0.176, -0.264, 0.695], [0.563, -0.004, -1.166], [-0.860, -0.496, -0.327]],
  "nbo_charge": [-0.20, 0.00, -0.03, -0.40, -0.26, -0.57, -0.85, -0.66, 1.30, 0.23, 0.21, 0.19, 0.18, 0.22, 0.21, 0.21, 0.23]
}


Entry 6:
{
  "formula": "C6H8O2S2",
  "method": "wB97M-V/def2-TZVPD",
  "homo_ha": -0.3177,
  "gap_ev": 8.23,
  "spin_multiplicity": 1,
  "total_charge": 0,
  "elements": ["C", "C", "C", "C", "C", "C", "O", "O", "S", "S", "H", "H", "H", "H", "H", "H", "H", "H"],
  "xyz": [[0.331090, 0.090052, 0.133778], [0.885014, -1.140137, 0.087276], [1.050726, 1.291817, -0.059955], [-1.629798, 0.051298, -0.149822], [0.144217, -2.427408, -0.007930], [0.205252, 2.496979, -0.185967], [2.281223, 1.230786, -0.156601], [2.231814, -1.240604, 0.177341], [-2.156354, -0.097305, -1.593595], [-2.362761, 0.086981, 1.354516], [0.291516, -2.959740, 0.902902], [-0.897174, -2.315889, -0.369542], [0.720379, -2.957770, -0.750393], [-0.811956, 2.068652, -0.269152], [0.675089, 3.203866, -0.913731], [0.190920, 3.101725, 0.799656], [2.537942, -0.253908, 0.004993], [-3.687139, -0.229399, 0.996224]],
  "atomic_forces_ev_per_a": [[-4.564, -0.840, -0.551], [1.122, 0.019, 0.775], [-0.204, -0.362, 0.287], [4.934, 0.028, 1.830], [0.251, 0.685, -1.061], [0.334, 1.676, 1.543], [0.540, 0.705, -0.054], [-1.178, 0.691, -0.784], [-1.147, -0.206, -2.570], [-1.337, -0.368, 0.903], [-0.359, -0.500, 0.803], [0.743, -0.160, 0.648], [-0.017, -0.548, -0.397], [0.520, 1.375, -0.804], [-1.059, -0.666, 0.148], [0.229, -1.082, -1.259], [-0.056, -0.891, 0.431], [1.247, 0.442, 0.111]],
  "nbo_charge": [-0.24, 0.44, 0.51, -0.46, -0.68, -0.71, -0.61, -0.66, 0.11, 0.17, 0.24, 0.24, 0.24, 0.24, 0.26, 0.25, 0.51, 0.14]
}


Computed strongest force on any atom (hartree/bohr) in order:
0.1070, 0.0748, 0.1149, 0.1482, 0.0632, 0.1023
Computed energy above the lowest of the compared OMol25 structures with the same formula, charge and spin (kJ/mol) in order:
807.9, 366.7, 346.0, 1185.1, 502.9, 6.2